[1]
Entry from the OMol25 dataset: 2 unconnected molecules or ions with the total composition C4H11N3O2 in a non-equilibrium geometry (the ωB97M-V functional and the def2-TZVPD basis).

Output
Spin multiplicity: 2
Highest occupied orbital energy (spin up / spin down), eV: -14.40 / -14.07
Frontier orbital gap (spin up / spin down), eV: 10.9 / 6.5
ΔE to the lowest compared entry with this formula, charge and spin, kcal/mol: 30.9
Charge: +1
E, eV: -12883.75373

CARTESIAN COORDINATES (ANGSTROEM)
C  1.7928  -1.3116  -2.6696
C  0.8081  -0.7064  -1.7242
O  -0.1815  -0.0873  -2.3284
O  0.9038  -0.8324  -0.5186
H  1.9905  -2.3366  -2.3842
H  2.7334  -0.7869  -2.5693
H  1.4962  -1.2546  -3.7068
C  -0.7717  2.0877  0.1894
C  -0.6355  0.2049  1.7320
N  -0.9450  0.7028  0.5167
N  -0.9253  -1.1128  2.0087
N  -0.1382  0.9185  2.7003
H  -0.7712  0.3045  -1.6644
H  -0.8289  2.8138  1.0075
H  -1.5443  2.3619  -0.5243
H  -1.9139  -1.3085  2.1567
H  -0.7002  -1.6817  1.1925
H  -0.1958  1.9287  2.6239
H  -0.3033  0.6197  3.6583
H  0.2124  2.2246  -0.2772

Forces on atoms 1 to 3 (eV/Å):
0.2326 0.0284 -0.0552
0.4780 -0.9161 -0.3110
-0.4221 0.6180 -0.1656



[2]
Entry from the OMol25 dataset: a gas-phase ion, C4H11N3P (charge +1) in a non-equilibrium geometry (the ωB97M-V functional and the def2-TZVPD basis).

Output
Highest occupied orbital energy (spin up / spin down), eV: -13.21 / -11.63
Frontier orbital gap (spin up / spin down), eV: 8.5 / 5.6
ΔE to the lowest compared entry with this formula, charge and spin, kcal/mol: 72.5
Charge: +1
E, eV: -18073.96540
SMILES: C/C=C/N[C@@H](N)[N+]#[PH2]

CARTESIAN COORDINATES (ANGSTROEM)
C  -0.5444  -3.1689  0.1419
C  0.0747  -2.0314  -0.6344
C  0.4669  -0.9257  0.0839
N  0.9364  0.2763  -0.3426
C  0.5968  1.7185  0.2387
N  1.7283  2.4427  0.0418
N  -0.6335  1.9506  -0.2988
P  -2.1323  2.1599  -0.0143
H  -0.8740  -2.8848  1.1109
H  -1.1651  -3.7506  -0.3852
H  0.2897  -3.7671  0.5470
H  0.1653  -2.0381  -1.7283
H  0.5271  -1.0708  1.2149
H  1.3320  0.1807  -1.2610
H  0.5519  1.4468  1.3669
H  1.9601  3.0815  0.7771
H  1.9522  2.6778  -0.8977
H  -2.9519  2.1283  -1.1530
H  -2.2801  1.5742  1.1922

Forces on atoms 1 to 3 (eV/Å):
4.1647 1.8409 1.3023
-0.3106 0.3821 0.3492
0.5848 0.3409 2.2896



[3]
Entry from the OMol25 dataset: 2 unconnected molecules or ions with the total composition C4H11N4 in a non-equilibrium geometry (the ωB97M-V functional and the def2-TZVPD basis).

Output
Highest occupied orbital energy, eV: -13.13
Frontier orbital gap, eV: 10.3
ΔE to the lowest compared entry with this formula, charge and spin, kcal/mol: 41.9
Charge: +1
E, eV: -10279.37173

CARTESIAN COORDINATES (ANGSTROEM)
C  0.0235  -2.0953  0.0339
C  2.5830  0.6138  -0.0478
C  -0.5578  -0.7181  -0.0760
C  3.9925  0.7783  0.0292
N  1.4551  0.3344  -0.0549
N  0.2010  0.3598  -0.1027
N  -1.8570  -0.5566  -0.1183
N  -3.4701  1.5930  0.0193
H  0.7545  -2.2719  -0.7554
H  -0.7374  -2.8667  -0.0160
H  0.5374  -2.1789  0.9934
H  4.2904  1.7006  -0.4734
H  4.5036  -0.0612  -0.4468
H  4.3013  0.8355  1.0751
H  -2.3494  0.3824  -0.1079
H  -2.4468  -1.3726  -0.1172
H  -3.1577  2.4151  0.5236
H  -4.2570  1.2039  0.5265
H  -3.8093  1.9045  -0.8844

Forces on atoms 1 to 3 (eV/Å):
0.0934 0.0495 0.0290
-2.7110 -1.0610 0.0138
0.3973 -0.7808 0.0687



[4]
Entry from the OMol25 dataset: 2 unconnected molecules or ions with the total composition C4H11N4O in a non-equilibrium geometry (the ωB97M-V functional and the def2-TZVPD basis).

Output
Spin multiplicity: 3
Highest occupied orbital energy (spin up / spin down), eV: -7.91 / -13.42
Frontier orbital gap (spin up / spin down), eV: 4.8 / 7.1
ΔE to the lowest compared entry with this formula, charge and spin, kcal/mol: 0.0
Charge: +1
E, eV: -12321.05865

CARTESIAN COORDINATES (ANGSTROEM)
C  -2.4869  -0.0306  0.2529
C  -1.6819  0.8261  -0.0353
C  2.1846  0.4608  0.0495
C  0.4428  -0.7371  -1.2445
N  1.3289  0.2629  -1.1030
N  -3.3469  -1.1003  0.2567
N  -0.8172  1.8575  0.0987
N  1.9828  -0.6645  1.0802
O  0.1800  -1.6278  -0.4152
H  3.1827  0.8094  -0.0317
H  1.6396  1.2032  0.6357
H  0.0841  -0.8193  -2.3169
H  1.6615  0.6459  -1.9862
H  -3.4990  -1.6671  1.0602
H  -4.2749  -1.0092  -0.2568
H  -1.1998  2.5769  -0.4966
H  -0.5699  2.2466  1.0120
H  2.2831  -0.2581  2.0132
H  2.6378  -1.4830  0.9086
H  0.2685  -1.4923  0.5185

Forces on atoms 1 to 3 (eV/Å):
-4.3629 -4.8395 1.3366
3.8739 2.6606 -0.2751
-3.2057 -0.8797 2.9267



[5]
Entry from the OMol25 dataset: a gas-phase ion, C4H11N6O (charge +1) in a non-equilibrium geometry (the ωB97M-V functional and the def2-TZVPD basis).

Output
Highest occupied orbital energy, eV: -13.07
Frontier orbital gap, eV: 9.9
ΔE to the lowest compared entry with this formula, charge and spin, kcal/mol: 26.8
Charge: +1
E, eV: -15308.53723
SMILES: N[C@]1([NH3+])[C@]2(N)NC(=O)N[C@]12N

CARTESIAN COORDINATES (ANGSTROEM)
N  0.3019  -1.8390  1.1061
C  -0.1269  -0.7138  0.4236
N  -1.6094  -0.5641  0.2979
C  0.5151  -0.0577  -0.8294
N  -0.4137  0.1715  -1.8840
N  1.8673  -0.3990  -1.0626
C  2.7093  0.0370  -0.0549
O  3.8705  -0.2054  0.0611
N  1.9197  0.7728  0.8142
C  0.5667  0.8059  0.4259
N  -0.3217  1.8552  0.7093
H  0.9012  -2.4645  0.5814
H  0.6895  -1.6770  2.0279
H  -1.9625  0.1794  0.9151
H  -1.7116  -0.2554  -0.7092
H  -2.0709  -1.4560  0.5077
H  -0.3184  -0.5175  -2.6251
H  -0.3182  1.0950  -2.2969
H  2.2073  -0.9600  -1.8240
H  2.3084  1.2519  1.6090
H  -0.2581  2.1394  1.6825
H  -0.1435  2.6718  0.1320

Forces on atoms 1 to 3 (eV/Å):
0.3464 -0.1086 0.0383
0.5532 1.9151 -0.0652
-0.0014 0.0506 0.1057



[6]
Entry from the OMol25 dataset: 2 unconnected molecules or ions with the total composition C4H11NO in a non-equilibrium geometry (the ωB97M-V functional and the def2-TZVPD basis).

Output
Highest occupied orbital energy, eV: -8.70
Frontier orbital gap, eV: 9.5
ΔE to the lowest compared entry with this formula, charge and spin, kcal/mol: 93.5
E, eV: -7860.49739
SMILES: C=CO.CNC

CARTESIAN COORDINATES (ANGSTROEM)
C  0.5026  3.7459  0.8109
C  0.3993  3.1767  2.0529
O  1.3650  2.8146  2.8983
H  -0.2401  4.4408  0.3113
H  1.3012  3.7104  -0.0518
H  -0.5945  2.7547  2.3258
H  2.1694  2.6689  2.3806
C  0.2044  -1.6434  -1.7417
N  -1.2031  -1.9821  -1.2792
C  -1.0543  -2.8884  -0.2439
H  0.1371  -1.1477  -2.7520
H  0.8501  -0.9361  -1.0860
H  0.7271  -2.6047  -1.7083
H  -1.4878  -2.4637  -2.0567
H  -1.2597  -3.9797  -0.6157
H  -1.7677  -2.8126  0.5682
H  -0.0488  -2.8536  0.1872

Forces on atoms 1 to 3 (eV/Å):
0.6770 0.6897 -1.8979
-1.6455 0.4886 -2.5415
0.7518 -1.1236 -0.3082



[7]
Entry from the OMol25 dataset: 2 unconnected molecules or ions with the total composition C4H11NO in a non-equilibrium geometry (the ωB97M-V functional and the def2-TZVPD basis).

Output
Highest occupied orbital energy, eV: -9.06
Frontier orbital gap, eV: 10.1
ΔE to the lowest compared entry with this formula, charge and spin, kcal/mol: 48.9
E, eV: -7862.43241
SMILES: C=CO.CCN

CARTESIAN COORDINATES (ANGSTROEM)
C  2.8074  0.0941  -0.5229
C  2.5328  -0.8657  0.3614
O  2.2269  -2.1739  0.0276
H  2.6775  1.1300  -0.2463
H  2.8097  -0.2221  -1.5686
H  2.7540  -0.7491  1.4108
H  2.0776  -2.0946  -0.9228
C  -2.5205  0.8904  0.8449
C  -1.3425  0.0251  0.2986
N  -1.0768  0.1442  -1.1547
H  -3.4355  0.5165  0.3953
H  -2.5595  0.6732  1.9121
H  -2.3320  1.9470  0.6661
H  -0.4362  0.2108  0.8829
H  -1.6230  -1.0289  0.4376
H  -1.9328  0.4355  -1.6291
H  -0.6270  1.0674  -1.1930

Forces on atoms 1 to 3 (eV/Å):
-1.1003 -0.7213 -0.2095
0.8597 -0.6565 0.0034
0.4992 1.3671 0.0029